[1]
{
  "formula": "C14H12N4O",
  "method": "ωB97M-V/def2-TZVPD",
  "charge": 0,
  "smiles": "O=C(NCc1ccccn1)c1cc2ccccn2n1",
  "homo_lumo_gap_ev": 8.9034,
  "homo_energy_ev": -8.38,
  "multiplicity": 1,
  "species": ["O", "C", "N", "C", "C", "C", "C", "C", "C", "N", "C", "C", "C", "C", "C", "C", "C", "N", "N", "H", "H", "H", "H", "H", "H", "H", "H", "H", "H", "H", "H"],
  "coordinates": [[-0.919, -1.023, -2.320], [-0.339, -0.366, -1.478], [-0.796, 0.801, -0.973], [-2.081, 1.360, -1.314], [-2.959, 1.549, -0.103], [-2.525, 2.285, 0.997], [-3.372, 2.420, 2.083], [-4.623, 1.824, 2.035], [-4.964, 1.121, 0.890], [-4.157, 0.986, -0.147], [0.971, -0.757, -0.910], [1.729, -1.877, -1.249], [2.861, -1.802, -0.444], [4.020, -2.575, -0.259], [4.950, -2.175, 0.656], [4.745, -0.996, 1.406], [3.621, -0.252, 1.222], [2.702, -0.651, 0.314], [1.575, -0.023, 0.039], [-0.234, 1.241, -0.260], [-2.563, 0.663, -2.003], [-1.944, 2.327, -1.818], [-1.549, 2.748, 0.999], [-3.064, 2.984, 2.952], [-5.313, 1.905, 2.860], [-5.928, 0.640, 0.793], [1.477, -2.622, -1.973], [4.145, -3.470, -0.848], [5.847, -2.752, 0.816], [5.481, -0.682, 2.128], [3.399, 0.657, 1.757]],
  "forces_ev_per_a": [[0.101, -0.213, -0.054], [-0.255, 0.402, 0.018], [0.044, 0.210, 0.204], [-0.091, 0.019, -0.230], [0.194, 0.096, 0.067], [-0.168, -0.058, 0.004], [0.022, -0.025, -0.059], [0.048, -0.003, -0.051], [-0.198, 0.099, 0.372], [0.001, -0.213, -0.480], [0.966, -0.470, 0.330], [-0.017, 0.182, 0.122], [-0.502, 0.142, -0.226], [0.448, -0.062, 0.250], [-0.196, -0.259, -0.324], [-0.279, 0.287, 0.032], [0.634, 0.168, 0.545], [0.103, -0.776, -0.519], [-0.830, 0.631, -0.074], [0.036, -0.070, -0.063], [0.029, 0.197, 0.101], [-0.044, -0.140, -0.010], [0.103, 0.053, 0.009], [0.017, 0.032, 0.047], [-0.073, -0.010, 0.051], [-0.100, -0.007, 0.085], [-0.029, -0.187, -0.156], [0.034, -0.079, -0.036], [0.068, -0.081, -0.016], [-0.003, 0.103, 0.076], [-0.063, 0.033, -0.016]]
}


[2]
{
  "formula": "C14H12Si",
  "method": "ωB97M-V/def2-TZVPD",
  "charge": 0,
  "homo_lumo_gap_ev": 7.4461,
  "homo_energy_ev": -8.05,
  "multiplicity": 1,
  "species": ["C", "C", "C", "C", "C", "C", "C", "C", "C", "C", "C", "C", "C", "C", "Si", "H", "H", "H", "H", "H", "H", "H", "H", "H", "H", "H", "H"],
  "coordinates": [[1.710, -1.572, 2.758], [-1.857, -2.006, -2.672], [0.799, -0.558, 3.126], [2.335, -1.513, 1.538], [-2.330, -1.453, -1.508], [-0.774, -1.518, -3.357], [0.335, 0.332, 2.126], [1.928, -0.603, 0.604], [-1.732, -0.388, -0.929], [0.024, -0.545, -2.617], [0.885, 0.268, 0.857], [-0.467, 0.070, -1.471], [0.119, 4.635, 0.368], [-0.682, 4.889, 1.208], [0.415, 1.441, -0.598], [2.042, -2.397, 3.369], [-2.626, -2.628, -3.091], [0.316, -0.539, 4.151], [3.066, -2.274, 1.214], [-3.332, -1.718, -1.053], [-0.399, -1.878, -4.327], [-0.437, 1.049, 2.224], [2.466, -0.779, -0.276], [-2.299, 0.162, -0.090], [1.001, -0.227, -3.123], [0.955, 4.592, -0.372], [-1.459, 5.156, 1.940]],
  "forces_ev_per_a": [[0.034, 0.749, 0.848], [-1.222, -0.341, -1.456], [-1.181, -0.457, 0.329], [0.106, -0.968, -0.223], [-2.067, 0.493, 1.737], [1.923, 0.791, 1.738], [1.332, -1.285, 0.341], [-0.051, -0.468, 0.719], [0.992, 1.812, 0.705], [-0.099, -0.359, -2.085], [0.241, 1.154, -0.860], [-1.208, -0.813, -0.106], [2.355, 0.257, -1.837], [-1.864, 0.541, 1.588], [0.581, -0.174, 0.528], [-0.354, 0.193, 0.740], [0.412, -0.817, -0.712], [0.743, -0.100, -1.350], [-0.339, 0.443, 0.509], [1.285, -0.211, -0.889], [-0.487, 0.089, 0.575], [-0.680, 0.552, 0.938], [0.216, 0.695, -1.909], [1.319, -0.889, -1.175], [-1.449, -0.249, 0.964], [-1.497, -0.189, 1.181], [0.957, -0.449, -0.838]]
}


[3]
{
  "formula": "C14H13ClF6MnO",
  "method": "ωB97M-V/def2-TZVPD",
  "charge": -2,
  "homo_lumo_gap_ev": [4.8053, 4.7940],
  "homo_energy_ev": [0.45, 0.45],
  "multiplicity": 6,
  "s_squared": 8.759,
  "species": ["C", "C", "C", "H", "C", "C", "H", "H", "H", "H", "Mn", "Cl", "C", "C", "C", "H", "C", "C", "H", "H", "H", "H", "C", "C", "O", "C", "F", "F", "F", "C", "F", "F", "F", "H", "H", "H"],
  "coordinates": [[2.067, -2.237, 1.332], [2.263, -2.231, -0.097], [0.969, -2.299, -0.731], [3.212, -2.281, -0.625], [-0.015, -2.267, 0.325], [0.676, -2.276, 1.582], [0.190, -2.378, 2.550], [2.868, -2.277, 2.071], [0.764, -2.409, -1.792], [-1.081, -2.306, 0.155], [1.124, -0.385, 0.181], [3.149, 0.481, -0.073], [1.161, 1.725, -2.210], [-0.050, 1.041, -2.469], [0.248, -0.125, -3.231], [-1.040, 1.376, -2.190], [1.655, -0.158, -3.440], [2.220, 0.986, -2.821], [3.268, 1.254, -2.832], [1.264, 2.657, -1.667], [-0.481, -0.822, -3.628], [2.203, -0.897, -4.014], [-1.191, 1.253, 2.952], [-1.530, 0.945, 1.500], [-0.629, 0.274, 0.744], [-2.830, -0.007, 1.538], [-3.924, 0.546, 2.138], [-3.230, -0.455, 0.318], [-2.481, -1.110, 2.283], [-1.825, 2.272, 0.742], [-2.704, 3.091, 1.386], [-0.637, 2.945, 0.626], [-2.307, 2.087, -0.514], [-0.995, 0.323, 3.502], [-2.057, 1.784, 3.393], [-0.293, 1.879, 3.017]],
  "forces_ev_per_a": [[0.296, -0.836, -0.985], [-0.592, -2.199, 0.246], [0.199, -1.328, 1.092], [-0.312, 0.300, 0.250], [0.873, -1.955, -0.135], [-0.594, -0.576, -0.614], [0.137, 0.371, -0.183], [-0.299, 0.280, -0.234], [0.132, 0.390, 0.317], [0.075, 0.186, 0.165], [-0.659, 2.889, -0.310], [1.992, 1.395, 0.886], [0.338, -0.507, -0.766], [0.233, -0.401, -0.383], [0.328, 0.627, 0.098], [0.173, -0.158, 0.024], [-0.241, 0.774, 0.070], [-1.044, 0.044, -0.586], [-0.041, -0.077, 0.180], [0.013, -0.094, 0.084], [-0.003, -0.104, 0.093], [0.009, -0.102, 0.059], [-0.097, 0.263, 0.438], [-0.232, -1.265, -1.709], [-1.267, 1.311, 1.462], [0.930, 0.000, -0.218], [0.186, -0.264, -0.149], [0.263, 0.379, 1.117], [-0.707, 0.653, -0.599], [0.720, -0.141, -0.524], [0.137, 0.100, -0.185], [-1.262, -0.176, 0.139], [0.114, 0.273, 1.171], [-0.097, 0.247, -0.250], [0.519, -0.219, 0.093], [-0.220, -0.081, -0.154]]
}


Question: Number 1 is which compound?
Answer: C14H12N4O


Question: Which of these has the lowest charge?
Answer: C14H13ClF6MnO